ORCA calculation (ωB97M-V with the def2-TZVPD basis set) on a 2-piece molecular cluster, C3H9NS2 overall in a non-equilibrium geometry.

Summary:
LUMO in Ha: 0.0267
Energy above the lowest of the compared OMol25 structures with the same formula, charge and spin in kcal per mole: 50.8
Kohn-Sham gap in eV: 9.094

```
! RIJCOSX wB97M-V def2-TZVPD def2/J DEFGRID3
* xyz 0 1
C -1.01 0.94 1.35
S -2.30 0.01 0.56
S -2.11 0.56 -1.39
H -0.15 1.09 0.54
H -0.76 0.59 2.33
H -1.33 2.02 1.59
H -2.03 -0.63 -2.04
C 3.14 -1.83 0.18
C 3.92 0.28 0.16
N 2.86 -0.45 -0.09
H 2.22 -2.40 0.64
H 4.09 -1.89 0.87
H 3.36 -2.34 -0.80
H 3.97 1.37 -0.08
H 4.75 -0.12 0.63
*
```



ORCA calculation (ωB97M-V with the def2-TZVPD basis set) on a 16-piece molecular cluster, C4H44N2O15 overall in a non-equilibrium geometry.

Summary:
LUMO in Ha: -0.1758
Energy above the lowest of the compared OMol25 structures with the same formula, charge and spin in kcal per mole: 0.0
Kohn-Sham gap in eV: 11.443

```
! RIJCOSX wB97M-V def2-TZVPD def2/J DEFGRID3
* xyz 2 1
C 1.94 0.24 1.10
C 1.42 -0.58 -0.09
C 0.15 0.01 -0.74
C -0.38 1.41 -0.47
N -1.48 1.41 0.53
N 1.04 -1.92 0.41
H 2.19 1.26 0.77
H 1.14 0.22 1.85
H 2.94 0.01 1.47
H 2.11 -0.68 -0.91
H -0.63 -0.74 -0.55
H 0.21 -0.11 -1.83
H 0.38 2.12 -0.16
H -0.56 1.82 -1.46
H -1.77 2.35 0.76
H -2.26 0.79 0.34
H -1.16 0.98 1.41
H 1.80 -2.35 0.98
H 0.86 -2.66 -0.27
H 0.29 -1.77 1.08
H -4.20 0.97 -0.47
H -4.61 2.36 0.19
O -4.30 1.47 0.35
H -2.74 -3.72 -1.76
H -1.97 -4.29 -0.52
O -2.22 -3.50 -0.99
H -1.29 -0.68 -4.07
H 0.04 -0.42 -4.56
O -0.37 -0.89 -3.82
H -1.18 4.00 -2.14
H -0.69 5.00 -1.10
O -1.17 4.18 -1.20
H -4.20 -1.06 2.46
H -3.88 0.31 2.41
O -3.39 -0.51 2.48
H 3.43 -3.55 2.60
H 3.29 -1.91 2.69
O 2.99 -2.75 2.33
H 1.82 0.57 3.93
H 1.15 -0.25 5.13
O 1.03 0.18 4.28
H 4.93 -1.45 0.69
H 4.45 0.00 1.28
O 5.11 -0.66 1.18
H 2.97 2.12 -3.88
H 4.02 1.45 -2.73
O 3.25 1.94 -3.01
H 2.41 3.57 -0.70
H 2.22 4.01 0.68
O 2.37 3.20 0.19
H -0.45 -0.43 3.21
H -1.79 -0.79 2.66
O -0.86 -0.62 2.34
H -2.48 -0.88 -1.33
H -3.42 -0.57 -2.43
O -2.94 -0.13 -1.72
H 2.53 -2.83 -2.71
H 1.23 -1.97 -2.65
O 1.95 -2.32 -2.12
H -0.20 2.14 3.96
H -0.72 3.12 2.97
O -0.77 2.17 3.18
H -2.07 -2.50 -4.69
H -2.91 -2.88 -3.48
O -2.76 -2.17 -4.11
*
```



ORCA calculation (ωB97M-V with the def2-TZVPD basis set) on C21H31N5PSe2V as an isolated structure in a non-equilibrium geometry.

Summary:
Expectation value of S²: 2.062
LUMO (spin up / spin down) in Ha: -0.2282 / -0.1934
Kohn-Sham gap (spin up / spin down) in eV: 7.447 / 8.446

```
! RIJCOSX wB97M-V def2-TZVPD def2/J DEFGRID3
* xyz 2 3
V 0.07 1.30 -0.19
C -0.13 4.16 -1.04
C -1.58 4.03 -0.58
N -1.77 2.70 0.07
C -2.15 2.76 1.52
C -1.38 1.73 2.34
N 0.02 1.60 1.88
C 0.92 2.72 2.26
C 0.78 3.89 1.29
N 0.73 3.39 -0.11
H 0.17 5.21 -1.11
H -0.01 3.72 -2.03
H -2.24 4.13 -1.44
H -1.84 4.83 0.11
H -2.52 2.24 -0.41
H -3.21 2.57 1.63
H -1.96 3.76 1.89
H -1.84 0.75 2.23
H -1.42 2.00 3.40
H 0.39 0.75 2.29
H 1.94 2.35 2.25
H 0.70 3.06 3.28
H 1.62 4.58 1.42
H -0.12 4.47 1.49
H 1.67 3.41 -0.49
Se -1.94 -0.08 -0.81
P -0.97 -2.00 -0.50
Se 1.03 -1.30 -0.01
C -1.67 -2.88 0.90
C -0.99 -4.00 1.37
C -1.46 -4.66 2.49
C -2.60 -4.20 3.15
C -3.28 -3.08 2.68
C -2.82 -2.42 1.55
C -1.06 -3.03 -1.96
C -2.10 -2.87 -2.87
C -2.22 -3.75 -3.93
C -1.30 -4.78 -4.08
C -0.25 -4.93 -3.18
C -0.12 -4.05 -2.12
H -0.10 -4.36 0.87
H -0.95 -5.54 2.86
H -2.95 -4.71 4.04
H -4.17 -2.74 3.19
H -3.36 -1.56 1.17
H -2.82 -2.06 -2.76
H -3.02 -3.63 -4.65
H -1.41 -5.48 -4.90
H 0.46 -5.73 -3.31
H 0.71 -4.15 -1.43
C 5.12 -0.19 -1.12
N 4.46 1.11 -0.89
C 5.30 2.31 -0.73
C 3.18 1.17 -0.72
N 2.02 1.21 -0.56
H 5.68 -0.13 -2.06
H 4.38 -0.97 -1.20
H 5.80 -0.40 -0.30
H 5.96 2.39 -1.60
H 5.90 2.22 0.17
H 4.68 3.20 -0.67
*
```



ORCA calculation (ωB97M-V with the def2-TZVPD basis set) on one molecule with the formula C3H2ClNO2 in a non-equilibrium geometry.

Summary:
LUMO in Ha: 0.0147
Energy above the lowest of the compared OMol25 structures with the same formula, charge and spin in kcal per mole: 25.3
Kohn-Sham gap in eV: 8.644

```
! RIJCOSX wB97M-V def2-TZVPD def2/J DEFGRID3
* xyz 0 1
C -0.71 1.34 -0.01
C 1.11 0.23 -0.01
C -0.04 -0.71 -0.01
N 0.57 1.47 -0.01
O -1.14 0.05 -0.01
O -0.09 -2.04 -0.02
Cl 2.75 -0.13 0.03
H -1.44 2.12 -0.01
H -1.01 -2.33 0.05
*
```



ORCA calculation (ωB97M-V with the def2-TZVPD basis set) on a 2-piece molecular cluster, C3H11N4 overall in a non-equilibrium geometry.

Summary:
Expectation value of S²: 0.753
LUMO (spin up / spin down) in Ha: 0.0303 / 0.0290
Energy above the lowest of the compared OMol25 structures with the same formula, charge and spin in kcal per mole: 16.5
Kohn-Sham gap (spin up / spin down) in eV: 4.454 / 8.752

```
! RIJCOSX wB97M-V def2-TZVPD def2/J DEFGRID3
* xyz 0 2
N -0.77 -1.04 -3.06
C -1.58 -0.21 -2.28
N -1.79 -0.36 -0.99
H -0.53 -1.97 -2.68
H -0.79 -0.91 -4.02
H -2.12 0.59 -2.81
H -2.56 0.23 -0.74
C 1.46 1.82 2.71
N 0.71 -1.00 0.41
C 1.06 -0.30 1.53
N 0.84 1.00 1.65
H 2.02 2.67 2.26
H 2.09 1.18 3.31
H 0.62 2.19 3.32
H -0.21 -0.76 -0.06
H 1.15 -1.93 0.24
H 1.57 -0.83 2.34
H 0.22 1.47 0.99
*
```



ORCA calculation (ωB97M-V with the def2-TZVPD basis set) on one molecule with the formula C10H16N2O3 in a non-equilibrium geometry.

Summary:
LUMO in Ha: 0.0223
Energy above the lowest of the compared OMol25 structures with the same formula, charge and spin in kcal per mole: 58.0
Kohn-Sham gap in eV: 9.633

```
! RIJCOSX wB97M-V def2-TZVPD def2/J DEFGRID3
* xyz 0 1
C -1.26 0.75 0.21
C -0.44 -0.24 -0.53
C -2.11 -0.05 1.23
C -3.17 -0.65 0.33
C -3.49 0.53 -0.49
C 1.77 0.39 0.57
C 1.85 1.70 -0.29
C 3.32 -0.23 0.33
C 2.88 -1.66 0.18
C 1.55 -1.60 -0.68
H -2.06 1.33 -1.61
H -0.45 1.51 0.80
H -2.34 0.66 1.91
H -1.50 -0.80 1.72
H -4.15 -1.10 0.80
H -2.92 -1.50 -0.29
H -3.73 0.02 -1.40
H -4.44 0.98 -0.02
H 1.53 0.44 1.58
H 3.94 0.17 -0.57
H 3.85 0.03 1.25
H 3.63 -2.39 -0.29
H 2.62 -2.20 1.06
H 1.07 -2.52 -0.52
H 1.56 -1.50 -1.84
H 1.30 3.51 -0.14
N -2.24 1.39 -0.66
N 0.86 -0.48 -0.15
O -0.97 -0.95 -1.41
O 1.98 1.70 -1.53
O 1.56 2.76 0.44
*
```